No. 1
Entry from the Open Molecules 2025 dataset: a structure of composition C26H23Cl3FN3O5SiTa in a non-equilibrium geometry (ωB97M-V/def2-TZVPD).

Values from the calculation:
Frontier orbital gap ... 6.30 eV
Molar mass ... 791.88 g mol⁻¹
Energy above the lowest of the compared OMol25 structures with the same formula, charge and spin ... 51.9 kcal/mol
F_max ... 2.71 eV/A

Structure (ORCA input):
```
! RIJCOSX wB97M-V def2-TZVPD def2/J DEFGRID3
* xyz 1 1
Ta 0.16 0.03 -0.19
C 1.49 -0.06 -4.25
C 1.74 0.10 -2.78
O 0.73 -0.15 -1.98
C 2.96 0.46 -2.29
C 3.24 0.74 -0.92
C 4.64 0.99 -0.48
N 2.27 0.76 -0.04
N 2.59 1.04 1.24
C 1.60 0.92 2.07
O 0.41 0.57 1.62
C 1.86 1.09 3.49
C 0.79 1.13 4.39
C 1.04 1.21 5.74
C 2.34 1.22 6.21
C 3.41 1.18 5.32
C 3.17 1.13 3.97
H 0.82 0.73 -4.58
H 1.01 -1.02 -4.45
H 2.42 0.01 -4.81
H 3.78 0.58 -2.98
H 5.33 0.98 -1.32
H 4.92 0.21 0.22
H 4.70 1.93 0.05
H -0.22 1.11 4.01
H 0.22 1.25 6.44
H 2.54 1.25 7.27
H 4.42 1.19 5.69
H 3.98 1.10 3.26
C -5.19 5.35 1.35
C -5.77 4.27 0.43
C -7.14 3.82 0.94
C -7.67 2.68 0.09
C -6.70 1.55 0.13
C -7.12 0.24 0.03
C -6.21 -0.81 0.12
F -6.66 -2.06 0.03
C -4.87 -0.57 0.30
C -4.41 0.75 0.36
C -2.99 0.99 0.42
O -2.16 0.06 0.61
C -2.60 2.34 0.22
C -3.53 3.34 0.22
N -4.85 3.12 0.32
C -5.32 1.83 0.28
C -1.14 2.60 0.00
O -0.55 3.56 0.42
O -0.58 1.66 -0.72
H -5.97 6.06 1.61
H -4.39 5.91 0.88
H -4.82 4.90 2.27
H -5.90 4.69 -0.58
H -7.82 4.67 0.93
H -7.04 3.48 1.98
H -7.82 3.02 -0.94
H -8.64 2.35 0.46
H -8.17 0.02 -0.11
H -4.16 -1.38 0.37
H -3.20 4.36 0.13
Cl 1.28 -1.95 0.45
Si -1.20 -2.23 -0.81
Cl -0.48 -3.81 -1.83
Cl -1.81 -2.89 0.99
*
```



No. 2
Entry from the Open Molecules 2025 dataset: a structure of composition C6H9N in a non-equilibrium geometry (ωB97M-V/def2-TZVPD).

Values from the calculation:
Frontier orbital gap ... 9.82 eV
Molar mass ... 95.14 g mol⁻¹
Energy above the lowest of the compared OMol25 structures with the same formula, charge and spin ... 103.5 kcal/mol
F_max ... 1.50 eV/A

Structure (ORCA input):
```
! RIJCOSX wB97M-V def2-TZVPD def2/J DEFGRID3
* xyz 0 1
C 2.00 0.33 -0.11
N 0.93 -0.61 -0.34
C 0.00 -1.05 0.68
C -1.23 -0.08 0.81
C -1.04 1.17 0.05
C -0.19 -0.11 -1.06
C -1.12 -1.07 -0.29
H 1.58 1.27 0.27
H 2.49 0.51 -1.07
H 2.73 -0.09 0.59
H 0.26 -1.74 1.48
H -1.80 -0.23 1.72
H -0.94 2.06 0.72
H -1.77 1.44 -0.71
H -0.08 0.03 -2.14
H -1.81 -1.84 -0.60
*
```



No. 3
Entry from the Open Molecules 2025 dataset: a cluster of 2 separate species, C4H10FN2O in total in a non-equilibrium geometry (ωB97M-V/def2-TZVPD).

Values from the calculation:
Frontier orbital gap (spin up / spin down) ... 7.02 / 7.45 eV
Molar mass ... 121.13 g mol⁻¹
Expectation value of S² ... 2.0093
F_max ... 5.42 eV/A

Structure (ORCA input):
```
! RIJCOSX wB97M-V def2-TZVPD def2/J DEFGRID3
* xyz 1 3
C 0.58 0.80 0.11
C -2.09 -0.33 -0.04
C -0.05 -1.70 -0.51
C -0.86 -0.50 -0.78
N 1.28 0.47 1.12
N 0.78 1.82 -0.63
O 2.24 1.37 1.74
F -0.92 -0.03 -2.02
H -2.79 -1.17 0.06
H -2.62 0.41 -0.58
H -1.93 0.00 0.94
H -0.41 -2.69 -0.81
H 0.02 -1.69 0.62
H 0.93 -1.56 -0.96
H 1.28 -0.33 1.68
H 0.29 1.85 -1.51
H 1.37 2.57 -0.42
H 2.90 0.73 1.99
*
```



No. 4
Entry from the Open Molecules 2025 dataset: a structure of composition C37H39BrN5O4W in a non-equilibrium geometry (ωB97M-V/def2-TZVPD).

Values from the calculation:
Frontier orbital gap ... 5.73 eV
Molar mass ... 881.49 g mol⁻¹
Energy above the lowest of the compared OMol25 structures with the same formula, charge and spin ... 13.0 kcal/mol
F_max ... 1.48 eV/A

Structure (ORCA input):
```
! RIJCOSX wB97M-V def2-TZVPD def2/J DEFGRID3
* xyz 3 1
W 0.16 0.11 -0.07
C 0.11 2.90 1.37
N -0.87 1.80 1.09
C -1.39 1.44 2.47
C -2.53 0.45 2.51
C -2.19 -0.91 1.93
N -1.43 -0.92 0.68
C -1.39 -2.21 0.07
C 0.45 -3.03 -1.33
C 0.36 -4.06 -2.41
C 1.48 -4.56 -2.94
C 2.79 -4.00 -2.60
C 2.95 -2.94 -1.79
C 1.78 -2.32 -1.23
O 1.81 -1.26 -0.59
C -2.00 2.49 0.35
C -2.99 1.60 -0.39
C -2.60 1.28 -1.80
N -1.31 0.52 -1.95
C -0.20 1.34 -1.76
C 2.15 1.18 -2.06
C 2.86 1.43 -3.21
C 4.05 2.13 -3.03
C 4.46 2.54 -1.77
C 3.71 2.26 -0.62
C 2.53 1.56 -0.80
O 1.72 1.16 0.23
H -0.42 3.71 1.87
H 0.53 3.27 0.44
H 0.90 2.53 2.01
H -1.72 2.38 2.91
H -0.54 1.09 3.04
H -3.43 0.87 2.06
H -2.78 0.31 3.56
H -3.11 -1.48 1.75
H -1.62 -1.45 2.69
H -2.40 -2.57 -0.16
H -0.61 -4.49 -2.63
H 1.44 -5.38 -3.64
H 3.66 -4.45 -3.06
H 3.92 -2.50 -1.59
H -1.53 3.17 -0.36
H -2.51 3.11 1.09
H -3.94 2.15 -0.45
H -3.21 0.68 0.14
H -2.48 2.19 -2.39
H -3.37 0.68 -2.27
H -0.12 2.35 -2.17
H 2.51 1.10 -4.18
H 4.66 2.36 -3.89
H 5.39 3.08 -1.66
H 4.04 2.56 0.36
O -1.40 1.72 -4.53
C -0.49 0.79 -4.94
C 0.31 0.96 -6.07
C 1.22 -0.02 -6.42
C 1.33 -1.18 -5.65
C 0.53 -1.33 -4.53
C -0.39 -0.36 -4.16
C -1.37 -0.51 -3.02
O 0.88 0.50 -2.07
N -1.47 -1.78 -2.29
N -0.61 -1.99 -1.19
C 0.36 -3.80 -0.02
C -0.60 -3.33 0.76
Br 1.08 -0.72 2.22
C -0.78 -3.81 2.13
C -1.11 -5.07 2.54
C -1.11 -5.33 3.96
C -1.39 -6.58 4.43
C -1.70 -7.59 3.52
C -1.73 -7.37 2.13
C -1.45 -6.13 1.64
H -1.53 2.39 -5.22
H 0.21 1.86 -6.66
H 1.83 0.11 -7.30
H 2.03 -1.95 -5.94
H 0.61 -2.24 -3.96
H -2.35 -0.39 -3.47
H -1.54 -2.59 -2.89
H 1.06 -4.59 0.21
H -0.58 -3.06 2.90
H -0.86 -4.52 4.63
H -1.39 -6.79 5.49
H -1.94 -8.58 3.89
H -1.99 -8.19 1.46
H -1.49 -5.93 0.58
*
```



No. 5
Entry from the Open Molecules 2025 dataset: a structure of composition C29H33AsNO10PSV in a non-equilibrium geometry (ωB97M-V/def2-TZVPD).

Values from the calculation:
Frontier orbital gap (spin up / spin down) ... 6.93 / 7.82 eV
Molar mass ... 744.49 g mol⁻¹
Energy above the lowest of the compared OMol25 structures with the same formula, charge and spin ... 22.4 kcal/mol
Expectation value of S² ... 2.0143
F_max ... 3.72 eV/A

Structure (ORCA input):
```
! RIJCOSX wB97M-V def2-TZVPD def2/J DEFGRID3
* xyz -1 3
V -0.82 -0.30 0.18
C 3.41 -1.13 -0.17
C 3.93 0.16 -0.14
C 3.07 1.24 -0.08
C 1.69 1.03 -0.08
C 1.14 -0.26 -0.18
C 2.04 -1.33 -0.18
C 0.69 2.07 0.08
C 1.03 3.40 0.43
C 0.06 4.33 0.60
C -1.29 3.98 0.36
C -2.32 4.93 0.44
C -3.61 4.59 0.15
C -3.90 3.28 -0.25
C -2.92 2.33 -0.31
C -1.58 2.63 0.01
N -0.58 1.67 -0.06
H 4.08 -1.98 -0.19
H 5.00 0.32 -0.16
H 3.48 2.25 -0.04
H 1.68 -2.35 -0.20
H 2.07 3.65 0.58
H 0.29 5.35 0.89
H -2.07 5.95 0.71
H -4.40 5.34 0.21
H -4.92 3.01 -0.52
H -3.16 1.34 -0.65
O -4.68 -0.71 -1.39
As -3.22 -1.60 -0.74
O -3.82 -2.19 0.65
O -2.05 -0.41 -1.06
C -3.16 -3.04 -2.02
C -4.30 -3.51 -2.65
C -4.22 -4.68 -3.39
C -3.03 -5.39 -3.47
C -1.89 -4.93 -2.82
C -1.97 -3.76 -2.09
S -0.55 -3.02 -1.31
O -0.16 -1.97 -2.21
O 0.42 -4.08 -1.14
O -1.05 -2.51 0.01
H -5.00 -0.25 -0.60
H -5.22 -2.96 -2.55
H -5.10 -5.06 -3.89
H -2.98 -6.31 -4.05
H -0.95 -5.46 -2.87
C -1.38 -2.12 5.80
C -1.73 -1.95 4.32
C -3.19 -2.31 4.06
C -0.81 -2.83 3.48
O -1.53 -0.53 4.08
P -1.46 0.23 2.66
O -2.63 0.11 1.76
O -0.15 -0.12 1.97
O -1.41 1.75 3.16
C -0.82 2.32 4.34
C -0.76 3.82 4.06
C 0.59 1.77 4.56
C -1.72 2.06 5.54
H -1.60 -3.14 6.11
H -1.98 -1.43 6.40
H -0.33 -1.92 5.97
H -3.37 -3.36 4.30
H -3.44 -2.15 3.01
H -3.84 -1.68 4.68
H -0.87 -3.86 3.84
H 0.22 -2.49 3.55
H -1.12 -2.82 2.44
H -0.10 4.01 3.22
H -0.40 4.36 4.94
H -1.76 4.19 3.80
H 1.18 1.90 3.66
H 0.54 0.71 4.79
H 1.06 2.29 5.40
H -2.75 2.33 5.30
H -1.39 2.66 6.39
H -1.70 1.01 5.82
*
```



No. 6
Entry from the Open Molecules 2025 dataset: a structure of composition C51H29N12Sc (ωB97M-V/def2-TZVPD).

Values from the calculation:
Frontier orbital gap (spin up / spin down) ... 4.83 / 5.01 eV
Molar mass ... 854.83 g mol⁻¹
Energy above the lowest of the compared OMol25 structures with the same formula, charge and spin ... 17.0 kcal/mol
F_max ... 0.35 eV/A

Structure (ORCA input):
```
! RIJCOSX wB97M-V def2-TZVPD def2/J DEFGRID3
* xyz 0 1
Sc 0.22 -0.42 -0.06
C -1.19 6.04 1.09
C -1.90 5.95 -0.12
C -1.79 4.84 -0.94
C -0.96 3.82 -0.51
C -0.63 2.51 -1.07
N 0.20 1.83 -0.24
C 0.50 2.65 0.81
N 1.36 2.44 1.78
C 2.12 1.36 1.81
C 3.18 1.19 2.80
C 3.58 1.98 3.87
C 4.62 1.50 4.65
C 5.25 0.28 4.36
C 4.84 -0.50 3.29
C 3.78 -0.02 2.52
C 3.08 -0.58 1.37
N 3.39 -1.75 0.86
C 2.80 -2.23 -0.23
N 1.83 -1.64 -0.98
C 1.61 -2.41 -2.07
N 0.81 -2.14 -3.10
C 0.14 -1.01 -3.19
N 0.01 -0.03 -2.24
C -0.75 0.97 -2.79
N -1.09 2.12 -2.25
C -1.18 0.58 -4.13
C -2.01 1.21 -5.05
C -2.26 0.54 -6.24
C -1.68 -0.71 -6.50
C -0.85 -1.32 -5.58
C -0.62 -0.66 -4.38
C 2.43 -3.60 -2.01
C 2.58 -4.70 -2.86
C 3.49 -5.67 -2.50
C 4.26 -5.55 -1.33
C 4.12 -4.46 -0.49
C 3.19 -3.49 -0.84
N 2.06 0.27 1.00
C -0.26 3.90 0.69
C -0.35 5.02 1.51
H -1.31 6.92 1.70
H -2.55 6.77 -0.41
H -2.33 4.76 -1.87
H 3.10 2.92 4.08
H 4.97 2.08 5.50
H 6.06 -0.06 4.99
H 5.31 -1.44 3.06
H -2.45 2.18 -4.83
H -2.91 0.99 -6.98
H -1.90 -1.20 -7.44
H -0.40 -2.29 -5.77
H 1.99 -4.77 -3.77
H 3.62 -6.54 -3.14
H 4.96 -6.34 -1.08
H 4.72 -4.36 0.41
H 0.20 5.07 2.44
C -3.46 -2.15 -3.00
C -2.40 -2.30 -2.09
N -2.17 -1.45 -1.12
C -2.99 -0.38 -0.94
C -4.04 -0.12 -1.85
C -4.26 -1.05 -2.89
C -4.82 1.05 -1.71
C -4.52 1.91 -0.70
C -3.49 1.64 0.23
C -2.71 0.49 0.18
N -1.67 0.09 1.01
C -1.49 0.55 2.30
C -2.15 1.55 3.00
C -1.84 1.88 4.34
C -0.89 1.22 5.05
C -0.20 0.16 4.42
C 0.75 -0.63 5.09
C 1.36 -1.67 4.46
C 1.04 -1.89 3.11
N 0.19 -1.15 2.44
C -0.48 -0.16 3.07
H -3.60 -2.88 -3.79
H -1.71 -3.13 -2.18
H -5.06 -0.87 -3.59
H -5.62 1.26 -2.42
H -5.08 2.83 -0.59
H -3.28 2.42 0.94
H -2.94 2.12 2.55
H -2.40 2.69 4.80
H -0.66 1.48 6.08
H 0.99 -0.39 6.12
H 2.09 -2.30 4.95
H 1.54 -2.69 2.55
N -1.00 -3.72 0.87
C -0.46 -2.79 0.44
H -1.58 -4.42 1.27
*
```



F_max of number 3 (C4H10FN2O)?
5.42 eV/A